Entry from OMol25: C36H50N5OS2Si2TeTl as an isolated structure at a distorted geometry (the ωB97M-V functional and the def2-TZVPD basis).

Geometry as XYZ:
```
98
Properties=species:S:1:pos:R:3:forces:R:3
Tl -0.858 -1.900 1.447 0.64 0.71 0.79
C 0.172 0.232 -3.206 0.56 -0.64 0.21
N -0.580 1.284 -2.613 -1.09 0.65 0.91
C -1.721 0.896 -1.731 1.13 -0.85 -0.88
C -2.469 -0.411 -2.241 1.23 0.68 1.78
N -3.440 -0.750 -1.194 1.14 -0.19 0.05
C -4.723 -0.246 -1.567 -0.50 0.92 -1.30
C -3.399 -2.148 -0.681 2.04 0.21 -1.35
C -4.110 -3.025 -1.639 -0.83 -1.18 -1.78
C -4.949 -4.046 -1.389 -1.89 0.12 -0.80
C -5.018 -4.962 -0.270 0.58 -0.19 1.36
C -4.309 -4.796 0.870 -0.87 0.65 0.79
C -4.019 -3.439 1.507 0.04 -0.20 0.65
S -2.587 -3.725 2.579 1.27 0.49 0.35
C -0.177 2.597 -2.933 0.77 0.93 0.69
C 0.351 2.791 -4.256 -1.63 -1.11 1.13
C 0.970 3.968 -4.577 1.21 1.44 -2.31
C 1.110 5.057 -3.684 -0.13 -0.99 0.24
C 0.558 4.925 -2.407 -0.17 -0.70 -0.79
C -0.071 3.706 -1.937 0.25 0.21 -1.67
S -0.454 3.729 -0.261 -3.51 1.20 -0.67
H 0.139 -0.714 -2.625 -0.09 0.63 -0.25
H 1.225 0.522 -3.277 0.02 0.00 0.01
H -0.172 0.046 -4.217 -0.03 -0.61 -0.49
H -2.398 1.720 -1.603 -0.37 0.44 -0.29
H -1.341 0.722 -0.727 -0.01 -0.44 0.22
H -1.734 -1.228 -2.445 -0.93 0.63 0.31
H -3.043 -0.208 -3.108 -0.20 0.28 -1.41
H -5.494 -0.462 -0.829 -0.01 0.08 -0.03
H -5.008 -0.689 -2.560 -0.37 0.24 0.57
H -4.690 0.881 -1.758 0.09 -1.37 0.54
H -3.882 -2.919 -2.727 -0.59 0.81 0.99
H -5.767 -4.290 -2.130 1.59 0.00 -0.01
H -5.580 -5.895 -0.424 0.69 0.16 -0.24
H -3.958 -5.585 1.581 -1.04 0.39 -0.79
H 0.114 1.967 -5.006 0.72 1.36 0.95
H 1.350 4.109 -5.648 -0.45 -0.26 1.56
H 1.734 5.915 -3.984 -0.62 -0.29 0.20
H 0.573 5.761 -1.707 0.19 -0.30 -0.06
O -1.734 -3.862 -2.474 0.27 0.23 1.33
C -1.406 -3.494 -1.309 -0.02 -0.02 -0.92
N -1.974 -2.569 -0.540 -0.24 -0.58 0.74
C -4.152 -2.129 0.616 -1.00 -1.53 1.74
C -4.111 -0.937 1.527 -0.51 0.71 1.38
C -5.279 -0.573 2.261 0.85 -0.34 -0.20
C -5.251 0.518 3.126 0.50 -0.59 -1.76
C -4.064 1.267 3.232 -2.38 -0.45 1.58
C -2.983 0.737 2.652 1.61 0.76 -1.48
N -3.008 -0.271 1.777 0.83 -0.16 -0.22
C -0.073 -4.180 -0.784 0.35 -0.33 0.06
C 0.467 -5.182 -1.621 0.41 0.20 0.71
C 1.706 -5.820 -1.362 -1.25 1.94 -0.03
C 2.362 -5.291 -0.252 0.47 -0.55 -0.04
C 1.745 -4.324 0.589 0.88 -1.79 -1.70
N 0.559 -3.814 0.373 -0.93 -0.27 -1.70
H -4.740 -3.276 2.363 -0.10 -0.35 -1.38
H -5.214 -2.180 0.361 0.03 -0.05 -0.31
H -6.130 -1.241 2.154 -0.26 0.41 0.06
H -6.192 0.802 3.508 -0.73 0.50 0.94
H -3.989 2.127 3.886 -0.04 0.04 -0.16
H -2.074 1.337 2.759 0.27 -0.77 -0.20
H -0.083 -5.397 -2.505 -0.42 -0.14 -0.51
H 2.110 -6.488 -2.144 -0.03 0.21 0.95
H 3.386 -5.631 -0.043 -0.47 0.26 0.20
H 2.366 -4.023 1.393 -0.01 0.68 1.07
C 3.368 -0.312 2.920 -0.34 -2.45 -0.25
Si 2.522 1.094 3.627 -1.80 1.81 0.96
C 3.427 1.676 5.210 0.46 0.78 -0.69
C 0.946 0.308 4.421 -0.48 2.35 -0.11
C 2.112 2.605 2.421 -0.99 -1.42 0.88
Te 1.785 2.307 0.283 2.63 -2.07 1.02
C 3.335 3.598 -0.444 0.92 -1.10 -0.37
Si 5.116 2.847 -0.518 -2.47 0.37 1.03
C 5.908 3.247 -2.140 -1.43 -0.94 -1.21
C 6.118 3.842 0.702 1.41 0.67 -2.16
C 5.029 0.973 -0.215 0.47 -0.61 0.09
H 3.015 -1.216 3.483 0.13 0.66 -0.34
H 4.403 -0.292 3.119 1.53 0.15 -0.14
H 3.164 -0.539 1.874 0.03 0.25 -0.08
H 3.848 0.864 5.800 0.02 -0.13 -0.05
H 2.721 2.214 5.831 -0.36 -0.01 0.21
H 4.210 2.424 5.006 0.08 -0.36 -0.01
H 0.041 0.976 4.302 0.80 -0.77 -0.01
H 1.018 0.110 5.494 0.33 0.00 -0.08
H 0.779 -0.594 3.899 -0.58 -1.10 -0.55
H 2.811 3.425 2.471 0.27 0.31 0.22
H 1.103 2.945 2.788 0.89 0.06 -0.32
H 3.201 4.536 0.064 0.22 0.48 0.37
H 3.009 3.790 -1.462 -0.23 -0.03 -0.30
H 5.700 4.297 -2.420 -0.14 -0.65 -0.14
H 5.492 2.461 -2.883 0.87 1.59 0.74
H 6.961 3.160 -2.006 1.00 -0.34 -0.27
H 5.789 4.873 0.819 -0.28 -0.03 -0.05
H 7.119 3.907 0.194 -0.52 0.08 0.57
H 6.302 3.429 1.629 0.18 -0.93 2.14
H 4.209 0.414 -0.700 0.30 0.70 -0.43
H 4.856 0.606 0.809 0.33 0.74 -0.01
H 5.990 0.533 -0.541 -0.16 -0.04 0.01
```
Positions in Å, forces in eV/Å.

The net charge is -2. For the HOMO-LUMO gap, the calculation gives 3.437 eV. Its molar mass is 1021.12 g/mol. The value obtained for the HOMO energy is 0.51 eV.